(1)
A cluster of 2 separate species, C6H18BrN3Si in total in a non-equilibrium geometry. Source: the OMol25 dataset; level of theory: ωB97M-V/def2-TZVPD.

Each line ends with the natural charge from an NBO analysis.
CARTESIAN COORDINATES (ANGSTROEM)
Br: 0.52 -1.75 -2.69  -0.288
Si: -0.10 -0.36 -1.10  1.791
N: -1.37 -1.01 -0.14  -0.929
N: 2.29 -0.37 0.52  -0.569
N: -0.45 1.26 -1.52  -0.938
C: -1.40 -0.56 1.27  -0.410
C: 2.04 -1.46 1.44  -0.447
C: 0.56 2.15 -2.12  -0.395
C: -1.87 -2.37 -0.31  -0.420
C: 2.38 0.81 1.34  -0.439
C: -1.66 1.95 -0.99  -0.409
H: 1.80 -2.41 0.94  0.189
H: 1.10 -1.26 2.04  0.138
H: 0.02 2.85 -2.89  0.189
H: -1.34 -3.12 0.28  0.187
H: 1.30 1.54 -2.58  0.221
H: -0.86 -1.09 2.03  0.208
H: 2.33 1.71 0.85  0.190
H: -1.80 2.74 -1.66  0.204
H: -2.51 -0.33 1.47  0.200
H: -0.81 0.37 1.23  0.205
H: 0.95 2.86 -1.32  0.189
H: -1.47 2.13 0.10  0.197
H: -2.68 1.34 -1.03  0.215
H: 3.33 0.69 1.76  0.183
H: -1.93 -2.86 -1.35  0.228
H: 2.87 -1.74 2.05  0.183
H: -2.93 -2.30 0.19  0.188
H: 1.69 0.60 2.22  0.140

Calculated values
maximum force: 3.81 eV/Å
Kohn-Sham gap (alpha / beta): 7.48 / 6.77 eV
charge: 0
relative energy (zero: lowest compared OMol25 entry of this formula, charge and spin): 163.4 kJ/mol
multiplicity: 1

=====

(2)
A structure of composition C23H41Cl3N3O3SiSr in a non-equilibrium geometry. Source: the OMol25 dataset; level of theory: ωB97M-V/def2-TZVPD.

Each line ends with the Löwdin charge.
CARTESIAN COORDINATES (ANGSTROEM)
Sr: 1.51 -1.63 -0.59  0.985
Cl: 0.96 0.66 4.06  -0.225
Cl: 2.03 -1.71 2.19  -0.350
Cl: -0.91 -3.00 -1.59  -0.350
Si: -1.12 1.02 -0.31  0.500
O: 3.50 0.24 0.04  -0.148
O: -1.44 -0.10 0.97  -0.211
O: 1.98 -1.20 -3.26  -0.145
N: 3.76 -2.90 -0.97  0.098
N: 0.14 -1.28 -4.67  -0.180
N: 3.87 1.05 2.20  -0.179
C: -1.04 -2.05 -5.05  -0.062
C: -4.88 -0.40 0.29  -0.038
C: -3.39 1.13 5.26  -0.112
C: 0.53 1.08 -1.32  -0.199
C: 4.20 0.37 1.04  -0.377
C: -3.52 0.76 3.81  -0.133
C: 6.14 -2.55 -2.03  -0.210
C: -2.35 0.65 -1.72  -0.152
C: -5.94 0.23 -0.34  -0.102
C: 4.83 1.03 3.29  -0.069
C: -4.14 1.74 1.15  -0.090
C: 0.22 0.14 -4.96  -0.038
C: -1.24 2.82 0.24  -0.151
C: 1.10 -1.84 -3.91  -0.371
C: -1.59 -0.75 3.91  -0.163
C: -2.72 -0.33 1.65  -0.227
C: -2.62 -0.02 3.15  -0.230
C: 4.82 -2.76 -1.42  -0.167
C: 2.83 2.07 2.16  -0.145
C: 6.97 -3.84 -2.27  -0.101
C: -6.08 1.62 -0.30  -0.103
C: -5.16 2.40 0.45  -0.072
C: -3.93 0.36 0.98  -0.193
H: 5.25 -0.02 1.06  0.132
H: 1.03 -2.93 -3.81  0.113
H: 6.46 -4.52 -2.96  0.075
H: -0.86 -3.10 -4.83  0.075
H: -2.38 1.49 5.55  0.082
H: -0.30 0.73 -4.19  0.075
H: 1.83 1.65 2.37  -0.079
H: 5.98 -2.05 -3.01  0.126
H: -0.28 0.32 -5.93  0.090
H: -2.02 -1.52 4.55  0.087
H: -1.23 -1.91 -6.12  0.082
H: 1.27 0.43 -5.01  0.096
H: 6.72 -1.87 -1.38  0.122
H: -3.66 0.28 5.92  0.077
H: 7.14 -4.40 -1.33  0.085
H: 3.06 2.76 2.97  0.070
H: -3.53 2.30 1.87  0.114
H: -2.04 1.13 -2.66  0.016
H: -5.22 3.48 0.46  0.096
H: 0.60 0.44 -2.22  -0.007
H: 5.84 1.21 2.89  0.076
H: -4.79 -1.47 0.25  0.116
H: 1.48 1.01 -0.75  -0.001
H: -4.10 1.95 5.50  0.061
H: -2.21 3.27 0.09  0.018
H: 4.85 0.07 3.82  0.085
H: -2.38 -0.42 -1.90  -0.001
H: -6.67 -0.35 -0.91  0.097
H: -2.83 -1.43 1.57  0.158
H: 4.57 1.82 4.00  0.081
H: -0.96 2.91 1.29  0.042
H: 0.39 2.11 -1.67  0.030
H: 2.84 2.56 1.18  0.081
H: -0.85 -1.17 3.24  0.023
H: -1.93 -1.73 -4.50  0.085
H: -4.44 1.11 3.35  0.090
H: -3.37 0.99 -1.55  0.014
H: -6.90 2.12 -0.82  0.093
H: -0.51 3.37 -0.35  0.018
H: -1.06 -0.03 4.56  -0.056
H: 7.94 -3.59 -2.70  0.071

Calculated values
maximum force: 2.77 eV/Å
Kohn-Sham gap: 5.37 eV
charge: -1
relative energy (zero: lowest compared OMol25 entry of this formula, charge and spin): 16.8 kJ/mol
multiplicity: 1

=====

(3)
A structure of composition C37H51AuBr2N7O2PS. Source: the OMol25 dataset; level of theory: ωB97M-V/def2-TZVPD.

Each line ends with the Löwdin charge.
CARTESIAN COORDINATES (ANGSTROEM)
Au: 0.01 0.12 0.54  0.814
Br: 1.81 -1.63 -4.62  0.855
Br: -2.61 -5.07 -4.54  0.835
S: 0.26 1.28 2.64  0.691
P: -1.86 1.96 -1.21  0.521
O: 1.82 -0.95 0.87  -0.153
O: 0.79 -1.01 -1.83  -0.013
N: 2.85 0.40 2.45  0.106
N: -2.84 3.26 -0.86  -0.214
N: -0.44 2.53 -1.92  -0.208
N: -1.18 -2.18 -0.36  0.156
N: -1.71 1.04 0.01  -0.351
N: -2.63 1.33 -2.58  -0.201
N: 2.08 0.92 4.51  -0.127
C: -2.23 -2.62 0.32  -0.293
C: -1.96 0.21 -3.24  -0.234
C: -0.98 -2.58 -1.61  -0.153
C: 1.10 2.44 -3.80  -0.182
C: -2.45 -2.03 1.67  -0.036
C: 2.23 2.95 -2.90  -0.196
C: 0.57 3.12 -1.04  -0.229
C: -4.10 1.17 -2.46  -0.201
C: 6.40 -0.48 -0.94  -0.089
C: 1.08 1.42 5.45  -0.261
C: -0.26 2.94 -3.30  -0.221
C: 1.95 2.62 -1.44  -0.184
C: 5.19 -0.87 -1.50  -0.074
C: -4.06 -0.17 -4.60  -0.178
C: -3.48 3.42 0.44  -0.224
C: -4.36 5.70 -0.18  -0.196
C: 0.15 -1.92 -2.33  -0.398
C: 0.39 -2.39 -3.69  -0.584
C: -3.12 -3.55 -0.26  0.005
C: 2.80 -0.31 1.34  -0.452
C: -1.82 -3.50 -2.26  -0.200
C: 1.10 2.93 5.62  -0.078
C: -1.52 -3.85 -3.62  -0.596
C: -3.02 4.34 -1.83  -0.221
C: 5.29 0.00 1.13  -0.025
C: 4.42 1.78 4.75  -0.075
C: -2.53 0.02 -4.64  -0.152
C: 6.45 -0.05 0.37  -0.082
C: -0.43 -3.31 -4.30  -0.181
C: -4.58 -0.09 -3.17  -0.188
C: 4.03 -0.83 -0.75  -0.016
C: -2.91 -3.99 -1.53  -0.022
C: 4.08 -0.39 0.57  -0.134
C: -3.51 4.90 0.81  -0.184
C: 1.82 0.79 3.21  -0.688
C: 3.43 0.65 5.02  -0.198
C: -4.34 5.05 -1.58  -0.186
H: 1.27 0.92 6.41  0.114
H: -3.98 6.73 -0.24  0.103
H: -1.56 -2.18 2.29  0.084
H: -4.35 -1.12 -5.05  0.101
H: -3.97 -3.90 0.32  0.116
H: -3.88 5.02 1.83  0.107
H: 1.98 1.54 -1.28  0.089
H: 0.10 1.09 5.10  0.067
H: -5.39 5.76 0.17  0.103
H: 7.40 0.25 0.81  0.100
H: 5.15 -1.20 -2.53  0.098
H: -5.14 4.32 -1.66  0.105
H: -0.30 4.03 -3.39  0.117
H: 4.48 1.97 3.68  0.060
H: -2.59 -0.96 1.56  0.056
H: 7.31 -0.52 -1.54  0.099
H: -4.51 5.80 -2.35  0.109
H: -2.19 5.06 -1.77  0.116
H: 1.10 1.35 -3.79  0.074
H: 3.08 -1.11 -1.17  0.090
H: -3.58 -4.71 -1.98  0.083
H: 3.34 0.48 6.09  0.114
H: -3.00 3.92 -2.84  0.103
H: 2.04 3.28 6.04  0.062
H: -4.51 3.03 0.43  0.113
H: -1.07 2.53 -3.91  0.092
H: 0.53 4.22 -1.13  0.120
H: 2.31 4.04 -3.02  0.111
H: -3.31 -2.47 2.17  0.076
H: 0.94 3.42 4.66  0.063
H: -2.92 2.83 1.16  0.088
H: 1.25 2.76 -4.83  0.111
H: -5.68 -0.09 -3.16  0.113
H: -4.54 0.61 -5.19  0.107
H: 0.29 3.24 6.30  0.076
H: -2.04 -0.85 -5.10  0.100
H: 0.35 2.87 -0.01  0.062
H: -4.40 1.14 -1.41  0.105
H: 5.41 1.50 5.11  0.076
H: -2.08 -0.71 -2.65  0.098
H: 4.12 2.70 5.24  0.061
H: -0.24 -3.61 -5.32  0.100
H: 3.19 2.53 -3.22  0.106
H: 3.79 -0.27 4.57  0.113
H: 2.71 3.07 -0.79  0.115
H: -4.27 -0.97 -2.60  0.104
H: -0.90 0.43 -3.28  0.088
H: -2.27 0.89 -5.24  0.107
H: -2.47 5.26 0.81  0.111
H: -4.59 2.04 -2.91  0.109
H: 5.31 0.35 2.16  0.095

Calculated values
maximum force: 0.43 eV/Å
Kohn-Sham gap (alpha / beta): 6.31 / 4.73 eV
⟨S²⟩: 2.0479
charge: 0
relative energy (zero: lowest compared OMol25 entry of this formula, charge and spin): 56.4 kJ/mol
multiplicity: 3

=====

(4)
An isolated molecule of C4H11N3O in a non-equilibrium geometry. Source: the OMol25 dataset; level of theory: ωB97M-V/def2-TZVPD.

Each line ends with the natural charge from an NBO analysis.
CARTESIAN COORDINATES (ANGSTROEM)
O: 1.21 1.95 -1.37  -0.632
N: -1.48 -0.28 -1.10  -0.475
N: -0.71 0.76 -1.61  -0.483
N: 1.36 -0.37 -1.50  -0.877
C: -1.04 -0.88 0.08  -0.196
C: 0.68 0.85 -1.31  0.773
C: -0.27 0.40 1.17  -0.474
C: 0.68 -0.38 2.06  -0.624
H: -1.16 0.71 1.72  0.191
H: 2.36 -0.25 -1.52  0.398
H: -1.84 -1.41 0.58  0.208
H: -0.14 -1.46 -0.11  0.200
H: 0.16 1.37 0.94  0.228
H: -1.14 1.68 -1.54  0.382
H: 1.00 0.23 2.92  0.210
H: 1.58 -0.67 1.50  0.206
H: 0.22 -1.28 2.46  0.198
H: -2.46 -0.03 -1.11  0.369
H: 0.99 -0.92 -2.26  0.399

Calculated values
maximum force: 4.35 eV/Å
Kohn-Sham gap: 9.01 eV
charge: 0
SMILES: CCCNNC(N)=O
relative energy (zero: lowest compared OMol25 entry of this formula, charge and spin): 295.8 kJ/mol
multiplicity: 1

=====

(5)
A cluster of 12 separate species, H24O12 in total in a non-equilibrium geometry. Source: the OMol25 dataset; level of theory: ωB97M-V/def2-TZVPD.

Each line ends with the natural charge from an NBO analysis.
CARTESIAN COORDINATES (ANGSTROEM)
O: -0.45 -1.50 -2.74  -0.979
O: -2.02 2.46 1.56  -0.988
O: 1.52 2.22 -0.93  -0.962
O: -2.39 -2.40 -0.70  -0.993
O: 1.10 -3.36 -1.32  -0.942
O: -2.00 -0.79 1.59  -0.932
O: 0.37 0.88 2.48  -0.969
O: 1.69 0.25 -3.11  -0.976
O: -1.40 1.38 -0.89  -0.949
O: 0.75 -0.31 -0.25  -0.953
O: 0.53 -1.71 3.13  -0.962
O: 3.59 2.08 1.07  -0.937
H: -1.65 2.07 0.75  0.490
H: 0.47 -0.74 2.89  0.476
H: -2.79 -0.44 1.98  0.472
H: -2.53 3.24 1.23  0.474
H: 0.94 1.53 -1.16  0.484
H: 1.24 -4.03 -2.01  0.456
H: 1.54 2.81 -1.70  0.475
H: 1.06 -1.73 3.92  0.453
H: 3.50 1.72 1.96  0.444
H: 2.67 2.14 0.76  0.489
H: 1.05 -2.51 -1.73  0.480
H: -1.09 -1.75 -2.07  0.510
H: 1.22 1.31 2.65  0.497
H: 0.89 -0.23 -2.91  0.490
H: -2.09 -1.75 -0.07  0.503
H: -3.14 -2.89 -0.31  0.486
H: -1.43 -0.05 1.65  0.472
H: -0.30 1.36 2.96  0.510
H: 2.43 -0.31 -2.91  0.473
H: -0.01 0.02 -0.69  0.466
H: -0.39 -2.32 -3.23  0.481
H: 0.77 0.08 0.63  0.479
H: -1.45 2.26 -1.27  0.489
H: -2.21 1.01 -1.22  0.493

Calculated values
maximum force: 2.92 eV/Å
Kohn-Sham gap: 10.17 eV
charge: 0
SMILES: O.O.O.O.O.O.O.O.O.O.O.O
relative energy (zero: lowest compared OMol25 entry of this formula, charge and spin): 204.2 kJ/mol
multiplicity: 1

=====

- Among the records above, which one has the lowest charge?
  C23H41Cl3N3O3SiSr

=====

- Among the records above, which one has the lowest charge?
  C23H41Cl3N3O3SiSr